[1]
The following is a quantum chemistry calculation of C26H22N2O4SSr as an isolated structure, from OMol25.

Results
Molecular weight (g/mol): 546.2
Orbital gap (eV): 6.792
DFT total energy (hartree): -1843.39018
LUMO energy (eV): -0.873
Charge: 0
Spin multiplicity: 1
Energy relative to the best compared isomer or geometry (same formula, charge and spin) (kJ/mol): 0.00

Geometry (Å):
Sr  0.06549  1.12805  2.40640
C  -1.47742  3.08655  3.86618
C  -0.81497  2.09035  4.86165
C  -1.04770  2.58501  6.27450
O  0.64089  1.98487  4.65291
C  -1.49208  0.63972  4.67532
O  -2.68328  0.57770  4.93105
O  -0.71583  -0.26224  4.22350
H  -0.97623  4.05591  3.89224
H  -2.50200  3.20004  4.21522
H  -1.59781  2.80513  2.80249
H  -0.74696  3.62941  6.37448
H  -0.46551  1.98938  6.97694
H  -2.10283  2.48525  6.52270
H  0.82549  1.03750  4.81715
C  -1.75494  -1.44545  -1.22262
C  -1.38712  -0.87136  0.00032
N  -1.14766  0.41510  0.15205
C  -1.24062  1.21609  -0.92399
C  -1.62675  0.74301  -2.18741
C  -1.88640  -0.63217  -2.31641
C  -1.73844  1.65613  -3.28589
C  -1.46003  2.96566  -3.12915
C  -1.01932  3.47683  -1.86482
C  -0.67763  4.82646  -1.68000
C  -0.22602  5.24493  -0.45625
C  -0.11668  4.30213  0.57077
N  -0.43570  3.03000  0.43688
C  -0.89534  2.61243  -0.76389
H  -1.92576  -2.51075  -1.28082
H  -1.27852  -1.49755  0.87919
H  -2.17602  -1.03286  -3.28001
H  -2.05226  1.26672  -4.24629
H  -1.54723  3.65573  -3.95880
H  -0.76780  5.51855  -2.50800
H  0.05270  6.27288  -0.27416
H  0.25867  4.60881  1.54181
C  0.72750  -6.21032  -3.24366
C  2.18796  -6.51061  -3.44903
O  2.68964  -7.57130  -3.21887
S  3.18353  -5.14979  -4.15660
C  2.86540  -3.93475  -2.89516
C  2.19921  -2.75400  -3.20553
C  1.96788  -1.80627  -2.22373
C  2.38221  -2.01865  -0.90265
C  3.05460  -3.20970  -0.60768
C  3.30169  -4.15083  -1.59177
C  2.10248  -1.04539  0.10677
C  1.80135  -0.19456  0.93328
H  0.24532  -7.07502  -2.79353
H  0.27420  -5.97379  -4.20656
H  0.61237  -5.33443  -2.60560
H  1.86312  -2.58267  -4.22038
H  1.45723  -0.88352  -2.46913
H  3.38911  -3.38622  0.40572
H  3.83480  -5.06214  -1.35111

Atomic forces in eV per Å
1.0 -0.8 -1.9
0.1 -0.1 0.2
-0.2 -0.4 0.1
-0.1 0.0 0.1
-0.7 0.0 -0.2
-0.2 0.5 0.3
0.0 0.1 0.0
0.2 0.2 0.0
0.0 0.0 0.1
0.0 0.1 0.0
0.1 0.0 0.5
0.0 0.0 0.0
0.0 0.0 0.0
0.0 0.0 0.0
0.0 0.2 0.4
0.0 0.0 0.0
0.0 0.0 0.0
-0.2 -0.2 0.1
0.0 0.0 0.0
0.0 0.0 0.1
0.0 0.0 0.1
0.0 0.1 -0.1
0.0 0.0 -0.1
0.0 0.0 0.1
0.0 0.0 0.0
0.0 0.0 0.0
0.0 0.0 0.0
-0.1 0.1 0.1
0.0 0.0 -0.1
0.0 0.0 0.0
0.0 0.0 0.0
0.0 0.0 0.0
0.0 0.0 0.0
0.0 0.0 0.0
0.0 0.0 0.0
0.0 0.0 0.0
0.0 0.0 0.0
0.0 0.0 0.1
0.0 0.0 0.0
0.0 0.0 -0.2
0.1 -0.1 0.1
-0.1 0.1 -0.1
0.0 0.0 0.0
0.0 0.0 0.0
0.0 0.0 -0.1
0.0 0.0 0.0
0.0 0.0 0.0
0.0 0.0 -0.1
-0.1 0.2 0.4
0.0 0.0 0.0
0.0 0.0 0.0
0.0 0.0 0.0
0.0 0.0 0.0
0.0 0.0 0.0
0.0 0.0 0.0
0.0 0.0 0.0

***

[2]
The following is a quantum chemistry calculation of C26H22N5O12SV as an isolated structure, from OMol25.

Results
Molecular weight (g/mol): 679.5
Orbital gap (alpha / beta) (eV): 7.550 / 7.570
Expectation value of S²: 0.762
DFT total energy (hartree): -3522.76446
LUMO energy (alpha / beta) (eV): 1.943 / 1.947
Charge: -1
Spin multiplicity: 2
Energy relative to the best compared isomer or geometry (same formula, charge and spin) (kJ/mol): 0.00

Geometry (Å):
V  0.15215  -0.64678  0.03259
O  -0.76800  3.81220  1.33282
C  -0.06343  3.11281  0.42122
O  -0.37623  3.05936  -0.73844
C  1.17870  2.52117  1.00454
C  2.00134  3.34445  1.74053
C  3.24580  2.85399  2.13252
C  3.56642  1.56006  1.81741
C  2.63308  0.76936  1.14206
N  1.47859  1.24911  0.69759
C  2.91481  -0.74177  1.07529
O  4.06344  -0.91675  0.25101
O  1.74831  -1.24638  0.21840
H  -1.52647  4.18882  0.86242
H  1.68173  4.34840  1.98088
H  3.92936  3.47683  2.69498
H  4.49273  1.09980  2.12826
H  4.46343  -1.70864  0.63419
S  -0.73991  -3.94145  -2.92013
C  -1.08604  -4.61099  -1.38020
C  -0.88151  -3.72329  -0.36793
C  -0.45219  -2.43905  -0.81619
C  -0.32784  -2.43230  -2.17982
C  0.18680  -1.27536  -2.88335
C  0.32137  -1.15893  -4.26541
C  0.83126  0.01047  -4.79358
C  1.20133  1.04122  -3.94075
C  1.03757  0.85631  -2.58013
N  0.54317  -0.26586  -2.06690
H  -1.42098  -5.63411  -1.30541
H  -1.03985  -3.97302  0.66896
H  0.02379  -1.98112  -4.90238
H  0.94030  0.11986  -5.86551
H  1.60472  1.97120  -4.31448
H  1.29071  1.62963  -1.86975
C  -3.51324  -0.82011  -0.76084
C  -2.69203  0.46797  -0.77453
C  -2.54597  0.98150  -2.20693
C  -3.37190  1.52365  0.09563
O  -1.42183  0.19595  -0.23643
H  -4.50170  -0.64245  -1.19243
H  -3.63665  -1.18837  0.25747
H  -3.00816  -1.59363  -1.34100
H  -3.52421  1.25605  -2.61019
H  -2.12038  0.20570  -2.84631
H  -1.89458  1.85498  -2.22910
H  -4.40446  1.67963  -0.22461
H  -2.83836  2.47066  0.01328
H  -3.37289  1.20243  1.13858
O  -0.57280  -0.55965  8.20977
N  -1.37875  -1.04283  7.43352
O  -2.41429  -1.58779  7.78197
C  -1.09285  -0.96674  6.01459
C  0.06334  -0.35396  5.56876
C  0.32656  -0.26173  4.22012
C  -0.52907  -0.83797  3.21634
O  -0.29132  -0.80503  1.98797
C  -1.73411  -1.40855  3.76839
C  -2.01845  -1.46227  5.10455
N  -2.76432  -1.93500  2.87779
O  -2.41992  -2.64627  1.96054
O  -3.92389  -1.64162  3.12393
N  1.41463  0.55986  3.76214
O  2.18352  0.90677  4.62671
O  2.95305  -1.29930  2.20674
H  0.75956  0.08901  6.26685
H  -2.95412  -1.87991  5.44577

Atomic forces in eV per Å
0.1 0.0 -0.1
0.0 0.0 0.0
0.0 0.0 0.0
0.0 0.0 0.0
0.0 0.0 0.0
0.0 0.0 0.0
0.0 0.0 0.0
0.0 0.0 0.0
0.1 0.0 0.0
0.0 0.0 0.0
-0.1 0.0 0.0
0.0 0.0 0.0
-0.1 0.1 0.0
0.0 0.0 0.0
0.0 0.0 0.0
0.0 0.0 0.0
0.0 0.0 0.0
0.0 0.0 0.0
0.0 0.0 0.0
0.0 0.0 0.0
-0.1 0.0 0.0
0.0 0.0 0.0
0.0 0.0 0.0
0.0 0.0 0.0
0.0 0.0 0.0
0.0 0.0 0.0
0.0 0.0 0.0
0.0 0.0 0.0
0.0 0.0 0.0
0.0 0.0 0.0
0.0 0.0 0.0
0.0 0.0 0.0
0.0 0.0 0.0
0.0 0.0 0.0
0.0 0.0 0.0
0.0 0.0 0.0
0.0 0.0 0.0
0.0 0.0 0.0
0.0 0.0 0.0
0.0 0.0 0.0
0.0 0.0 0.0
0.0 0.0 0.0
0.0 0.0 0.0
0.0 0.0 0.0
0.0 0.0 0.0
0.0 0.0 0.0
0.0 0.0 0.0
0.0 0.0 0.0
0.0 0.0 0.0
0.0 0.0 0.0
0.0 0.0 0.0
0.0 0.0 0.0
0.0 0.0 0.0
0.0 0.0 0.0
0.1 0.1 0.0
-0.1 0.0 0.0
0.0 0.0 0.2
0.0 0.0 0.0
0.0 0.0 0.1
0.0 0.0 0.0
0.0 0.0 0.0
0.0 0.0 0.0
0.0 0.0 0.1
0.0 0.0 -0.1
0.1 0.0 0.0
0.0 0.0 0.0
0.0 0.0 0.0

***

[3]
The following is a quantum chemistry calculation of C26H23AlClN2OP as an isolated structure, from OMol25.

Results
Molecular weight (g/mol): 472.9
Orbital gap (alpha / beta) (eV): 4.245 / 3.906
DFT total energy (hartree): -2232.70772
LUMO energy (alpha / beta) (eV): -10.077 / -10.429
Charge: +2
Spin multiplicity: 1

Geometry (Å):
Al  -0.42028  0.10669  0.17813
Cl  -0.94815  -1.99901  -0.18105
C  2.03281  -0.80087  -0.05542
O  3.01455  -1.30990  0.21899
P  -0.07531  0.06752  -2.41928
C  0.53489  1.64315  -3.13227
C  0.96044  -1.22683  -3.18569
C  -1.72336  -0.23104  -3.14974
C  0.39990  -2.47162  -3.52129
C  1.18131  -3.45239  -4.12794
C  2.54385  -3.23353  -4.34666
C  3.12145  -2.02434  -3.94868
C  2.34119  -1.03160  -3.35259
H  -0.64803  -2.67351  -3.29453
H  0.71998  -4.39295  -4.42863
H  3.15406  -4.00625  -4.81797
H  4.18890  -1.85441  -4.09850
H  2.80225  -0.09918  -3.01689
C  1.35795  2.49362  -2.37016
C  1.81362  3.69900  -2.89207
C  1.47031  4.07244  -4.19612
C  0.65094  3.23482  -4.95879
C  0.17108  2.03518  -4.42663
H  1.62282  2.22516  -1.34811
H  2.43904  4.35128  -2.28032
H  1.83739  5.01249  -4.61009
H  0.37120  3.51392  -5.97385
H  -0.49274  1.40814  -5.01618
C  -1.84999  -0.52140  -4.51810
C  -3.11720  -0.68474  -5.08550
C  -4.26177  -0.64458  -4.28389
C  -4.13250  -0.42508  -2.90918
C  -2.87966  -0.21449  -2.34982
H  -0.96277  -0.62383  -5.14768
H  -3.19715  -0.85138  -6.15970
H  -5.25013  -0.78894  -4.72249
H  -5.01331  -0.41308  -2.26602
H  -2.80234  -0.05918  -1.27623
H  0.67860  1.32489  0.07573
H  -1.71680  1.09320  0.09888
N  0.33566  -1.15851  4.02185
C  0.33792  -1.34069  2.68906
N  0.02786  -0.19392  2.07562
C  -0.13182  0.79098  3.05605
C  -0.39491  2.15116  2.93103
C  -0.51045  2.89857  4.11337
C  -0.36385  2.28001  5.36748
C  -0.08609  0.90376  5.47977
C  0.03549  0.18418  4.29719
H  0.48694  -1.90371  4.70340
H  0.51599  -2.28652  2.21089
H  -0.49469  2.56759  1.92339
H  -0.71737  3.96665  4.06372
H  -0.46843  2.89793  6.25934
H  0.03439  0.38837  6.43716

Atomic forces in eV per Å
-0.9 -2.2 1.6
0.1 0.4 -0.2
2.3 -1.2 0.8
-2.1 1.1 -0.7
0.2 -0.3 -2.8
0.4 0.7 0.6
-0.5 0.8 1.1
-0.4 -0.3 0.5
-0.1 -1.3 -0.2
-0.9 0.2 0.1
-0.2 -0.2 -0.2
0.1 1.2 0.5
1.2 -0.3 -0.4
0.3 0.0 -0.1
0.2 0.2 0.1
-0.2 0.2 0.2
-0.3 0.0 0.0
-0.1 -0.2 -0.3
-0.3 -0.2 -0.2
0.1 0.1 -0.2
-0.1 -0.3 0.1
0.1 -0.1 0.2
0.0 0.0 -0.1
0.1 0.0 -0.1
-0.2 -0.2 -0.2
-0.1 -0.3 0.1
0.1 -0.1 0.3
0.2 0.3 0.1
-0.1 -0.1 -0.2
0.1 0.0 0.2
0.3 0.1 0.0
-0.1 0.0 -0.1
0.2 0.1 0.0
-0.3 0.1 0.1
0.0 0.0 0.3
0.3 0.0 0.1
0.2 0.0 -0.2
-0.1 0.0 -0.3
0.3 0.9 -0.4
0.5 0.1 0.1
0.1 -0.2 -0.1
-0.6 1.2 0.9
0.2 -0.2 -0.9
0.1 -0.1 0.3
-0.1 0.3 0.2
0.1 -0.5 -0.7
0.1 -0.8 0.0
-0.1 0.5 0.3
0.0 0.0 0.0
0.0 0.4 -0.3
0.0 -0.1 -0.1
-0.1 0.2 0.6
0.1 -0.3 0.0
0.1 -0.3 -0.2
-0.1 0.4 -0.2

***

[4]
The following is a quantum chemistry calculation of a 2-piece molecular cluster, C26H23BCl2F3NO2 overall, from OMol25.

Results
Molecular weight (g/mol): 520.2
Orbital gap (eV): 3.018
DFT total energy (hartree): -2454.74721
LUMO energy (eV): -3.855
Charge: 0
Spin multiplicity: 1
Energy relative to the best compared isomer or geometry (same formula, charge and spin) (kJ/mol): 194.72

Geometry (Å):
Cl  -5.73510  1.23092  3.19196
C  -4.12058  0.68585  3.25515
C  -3.84825  -0.69519  3.24955
C  -2.53233  -1.12636  3.29762
C  -1.42762  -0.21474  3.34770
C  -0.12666  -0.79377  3.36692
C  1.17088  -0.20940  3.34302
C  2.27885  -1.11722  3.29798
C  3.59273  -0.68118  3.28198
C  3.86123  0.70025  3.28683
Cl  5.47470  1.25029  3.24743
C  2.80728  1.62689  3.31815
C  1.48804  1.18295  3.35299
C  -1.75042  1.17535  3.37463
C  -3.07085  1.61532  3.31573
H  -4.66940  -1.40557  3.20868
H  -2.31437  -2.19660  3.29953
H  -0.12095  -1.88448  3.43508
H  2.06842  -2.18862  3.25921
H  4.41635  -1.38980  3.26194
H  3.03322  2.69261  3.31757
H  0.70094  1.92637  3.39246
H  -0.96828  1.92116  3.45434
H  -3.30030  2.68044  3.32124
C  -1.97987  -9.69166  -0.11412
C  -1.64198  -8.99273  -1.41378
C  -0.36031  -9.53524  -2.00904
C  -2.77342  -9.21668  -2.39964
O  -1.55591  -7.52236  -1.21678
C  -0.61057  -7.05062  -0.36888
N  -0.64878  -5.62789  -0.25639
C  0.20200  -4.85950  0.56104
B  1.34330  -5.56393  1.48728
F  1.93970  -4.45656  2.13910
F  0.66397  -6.37227  2.39827
F  2.23719  -6.17472  0.60979
C  -0.11594  -3.53142  0.42113
C  -1.19726  -3.42081  -0.51332
C  -1.52363  -4.73612  -0.93008
C  -2.53687  -4.97605  -1.83247
C  -3.24952  -3.87752  -2.34118
C  -2.93337  -2.57034  -1.93947
C  -1.90771  -2.32905  -1.02026
O  0.17738  -7.75204  0.22560
H  -2.92877  -9.31126  0.28556
H  -2.09793  -10.76868  -0.29775
H  -1.18186  -9.54912  0.61996
H  -0.14916  -9.04358  -2.96744
H  0.47721  -9.38786  -1.32160
H  -0.47204  -10.61196  -2.19902
H  -2.56732  -8.73450  -3.36231
H  -2.88807  -10.29311  -2.58548
H  -3.72681  -8.84500  -2.00647
H  0.32419  -2.64854  0.88025
H  -2.76125  -5.99251  -2.12786
H  -4.05449  -4.04583  -3.05421
H  -3.49622  -1.73440  -2.35019
H  -1.64124  -1.32540  -0.68544

Atomic forces in eV per Å
0.0 0.0 0.0
0.8 -0.7 0.0
0.2 0.3 0.0
0.3 0.1 0.0
-0.8 0.0 0.1
0.2 0.5 0.2
0.5 0.0 0.0
-0.3 -0.1 0.0
-0.1 0.4 0.0
-0.7 -0.7 0.0
0.0 0.0 0.0
-0.7 -0.1 0.0
0.5 0.0 -0.1
-0.5 -0.1 -0.1
0.6 -0.1 0.1
0.2 0.1 0.0
-0.1 0.3 -0.1
0.0 0.1 -0.2
0.1 0.1 0.0
-0.2 0.1 0.0
-0.1 -0.3 0.0
0.4 -0.1 0.0
-0.4 -0.2 -0.1
0.1 -0.3 0.0
0.0 -0.1 0.5
0.0 -0.1 0.0
0.5 0.0 -0.1
-0.3 0.3 -0.3
0.1 -0.2 0.1
0.9 -0.3 0.7
-0.7 0.2 -0.6
0.0 0.0 0.1
-1.1 0.8 -1.0
0.7 0.2 0.8
0.7 -0.2 0.6
0.6 -0.2 0.7
-0.3 -0.3 -0.2
-0.2 -0.3 -0.2
0.2 -0.1 0.2
-0.6 0.3 -0.5
0.4 -0.1 0.3
0.1 0.0 0.1
-0.2 -0.4 -0.2
-1.1 0.9 -0.8
0.2 0.0 0.0
0.0 0.3 0.0
-0.3 -0.1 -0.1
0.0 -0.1 0.2
-0.1 0.0 -0.2
0.0 0.3 0.0
0.0 0.0 0.2
0.1 0.3 0.1
0.2 0.0 -0.1
0.3 -0.5 0.1
-0.1 0.3 -0.1
0.2 0.0 0.1
0.1 -0.1 0.1
-0.2 -0.1 -0.2